21
Properties=species:S:1:pos:R:3:lowdin_charge:R:1 method="wB97M-V/def2-TZVPD" multiplicity=2 largest_force_ev_per_a=1.57 homo_energy_ev="1.367 / -5.378" charge=-1 total_energy_ev=-8390.9854 lumo_energy_ha="0.1506 / 0.1505" s_squared=0.75 orbital_gap_ev="2.7 / 9.5"
N 0.1547 0.4989 1.9612 0.028
C -0.2586 -0.1860 0.7329 -0.420
C -0.7372 0.8662 -0.2866 -0.420
C 0.3882 1.7023 -0.8793 -0.151
C -1.5972 0.2516 -1.4082 -0.154
C 0.8778 -1.0534 0.1468 -0.488
N 1.1080 -2.2076 1.0337 -0.067
H 0.3077 -0.1565 2.7045 0.042
H 1.0285 0.9630 1.7862 0.036
H -1.1175 -0.8036 0.9956 0.119
H -1.4179 1.5001 0.2933 0.119
H 1.0580 2.1088 -0.1144 0.055
H -0.0074 2.5580 -1.4244 0.061
H 1.0100 1.0479 -1.4921 0.042
H -2.3893 -0.3740 -0.9831 0.055
H -1.0068 -0.3875 -2.0641 0.033
H -2.0866 1.0484 -1.9681 0.058
H 1.8082 -0.4933 0.1608 0.054
H 0.5948 -1.3528 -0.8666 0.033
H 1.9515 -2.6763 0.6954 -0.029
H 0.3310 -2.8541 0.9764 -0.006

=====

17
Properties=species:S:1:pos:R:3:lowdin_charge:R:1 method="wB97M-V/def2-TZVPD" multiplicity=1 largest_force_ev_per_a=4.74 homo_energy_ev=-10.350 total_energy_ev=-10451.8031 smiles="CCC(=O)OC.O" lumo_energy_ha=0.0278 orbital_gap_ev=11.1
C 0.3326 -1.3903 -1.3116 -0.076
C -1.1722 -0.9537 -1.0068 -0.112
C -1.1156 0.3768 -0.2845 -0.436
O -1.7530 1.3880 -0.6939 0.062
O -0.2794 0.3985 0.7823 -0.131
C -0.1167 1.6247 1.4929 -0.047
H 0.6917 -1.9376 -0.4238 0.072
H 1.0248 -0.5559 -1.5143 0.082
H 0.3446 -2.0754 -2.1759 0.073
H -1.7426 -0.9305 -1.9553 0.121
H -1.7222 -1.6036 -0.2992 0.124
H 0.5292 2.2731 0.8773 0.110
H 0.4003 1.4145 2.4443 0.107
H -1.0518 2.1666 1.7129 0.105
O 1.9938 0.2975 0.9107 -0.098
H 1.1081 -0.1184 1.0151 -0.010
H 2.5283 -0.3744 0.4299 0.055

=====

77
Properties=species:S:1:pos:R:3:lowdin_charge:R:1 method="wB97M-V/def2-TZVPD" multiplicity=6 largest_force_ev_per_a=5.52 homo_energy_ev="-13.133 / -13.153" charge=+2 total_energy_ev=-53554.3234 lumo_energy_ha="-0.2025 / -0.3423" s_squared=8.77 orbital_gap_ev="7.6 / 3.8"
Ir -0.2067 0.5551 -0.2668 1.205
C 1.7412 -1.4564 -1.7343 -0.157
C 1.7667 -0.3893 -2.6371 -0.192
C 1.8976 0.6403 -0.5304 -0.363
C 1.8393 -0.8818 -0.3985 -0.201
C 1.8928 0.8520 -1.9699 -0.191
C 1.5975 -2.9313 -2.0628 0.017
H 0.7503 -3.0520 -2.7530 0.086
H 1.4092 -3.5517 -1.1682 0.087
H 2.4606 -3.3829 -2.5656 0.116
C 2.6294 -1.5989 0.6151 -0.015
H 2.2441 -2.6100 0.6817 0.066
H 2.6386 -1.0596 1.5450 0.058
H 3.6249 -1.6867 0.1679 0.137
C 2.7008 1.4947 0.4323 -0.018
H 3.7281 1.4374 0.0591 0.123
H 2.6307 1.0753 1.4396 0.067
H 2.3445 2.5340 0.3305 0.062
C 2.3533 2.1412 -2.6105 0.009
H 3.0351 1.9147 -3.4590 0.113
H 2.8894 2.7726 -1.8642 0.102
H 1.4815 2.6973 -2.9994 0.090
C 1.9230 -0.5927 -4.1039 0.014
H 2.9647 -0.9220 -4.2946 0.131
H 1.6903 0.3701 -4.5897 0.100
H 1.2037 -1.3673 -4.4191 0.101
C -1.9237 -0.2646 0.0359 -0.473
C -1.1380 -1.1014 -0.9261 -0.365
C -1.4463 -1.1626 -2.3963 -0.174
C -1.5067 0.1647 -3.1252 -0.144
C -1.1581 1.3737 -2.2766 -0.186
C -1.9726 1.9587 -1.3446 -0.170
C -3.3912 1.4750 -1.0288 -0.147
C -3.2966 0.1705 -0.2608 -0.191
H -2.3563 -1.7284 -2.6327 0.135
H -2.5103 0.2898 -3.5875 0.140
H -0.6685 -1.7696 -2.8819 0.083
H -3.8912 -0.5579 -0.8071 0.131
H -1.8180 -0.4141 1.2185 0.044
H -0.6195 -2.0640 -0.5699 0.036
H -3.8325 0.2792 0.6789 0.115
H -3.9000 2.2819 -0.4711 0.110
H -1.7864 3.0305 -1.1284 0.103
H -3.9716 1.3562 -1.9682 0.139
H -0.7823 0.1882 -3.9592 0.112
H -0.3959 2.0510 -2.7303 0.107
P -0.8332 -2.4361 1.5252 0.982
C 0.4012 -3.3603 2.4713 -0.203
H -0.1225 -3.8984 3.2589 0.075
H 1.1372 -2.6645 2.8794 0.041
H 0.9102 -4.0523 1.7973 0.058
C -1.9812 -1.7481 2.7948 -0.205
H -2.2047 -2.5685 3.4739 0.071
H -2.9065 -1.3627 2.3412 0.057
H -1.5025 -0.9242 3.3343 0.050
C -1.8296 -3.7178 0.6447 -0.189
H -2.7216 -3.2428 0.1786 0.074
H -2.0885 -4.4957 1.3957 0.083
H -1.1742 -4.1240 -0.1579 0.062
P -0.4975 2.3668 1.3875 0.847
C 0.2036 3.7770 0.2659 -0.198
H -0.6635 4.3797 -0.0228 0.052
H 0.7048 3.3251 -0.5994 0.005
H 0.9084 4.3633 0.8756 0.063
C -2.2667 2.6500 1.8088 -0.201
H -2.8891 2.7795 0.9362 0.013
H -2.3216 3.5492 2.4269 0.068
H -2.6457 1.7977 2.3649 0.057
C 0.2367 2.8933 2.9656 -0.249
H -0.1501 3.8646 3.2358 0.065
H 1.3148 2.9801 2.9405 0.057
H 0.0098 2.2338 3.7905 0.039
N 0.7914 -0.1667 2.3504 0.023
C 1.2005 0.1135 3.4677 -0.361
N 1.6112 0.2109 4.6799 0.076
C 2.7383 -0.2917 5.0983 -0.382
N 3.7655 -0.7893 5.4077 0.119